Formula: C31H74N8O5P3S
Source: OMol25
Level of theory: the ωB97M-V functional and the def2-TZVPD basis

Properties
Relative energy (zero: lowest compared OMol25 entry of this formula, charge and spin) (kcal/mol): 276.0
Charge: -1
Max |F| (eV/Å): 9.2
Lowest unoccupied orbital energy (eV): -0.188

Geometry as XYZ:
```
122
Properties=species:S:1:pos:R:3:forces:R:3
C -3.19317 -9.21930 13.04494 -0.2231 0.5496 0.1292
C -3.13851 -9.34193 11.37779 -0.7811 -0.1742 0.8880
C -1.91210 -8.47444 10.71729 -0.0649 -0.5186 0.0512
C -1.41865 -9.03756 9.23086 0.9305 1.0838 0.6599
C -0.16923 -8.04993 8.72001 0.6286 -0.7015 0.7401
C 0.63220 -8.65837 7.41585 -0.0486 -0.7047 0.1487
C -0.05742 -8.31193 5.96785 -1.1065 -0.7092 0.4861
C -0.63522 -6.78470 5.82110 -0.5414 -1.7131 -0.4272
P 0.69308 -5.42565 5.63390 -2.5413 1.0730 -0.8625
O 2.07172 -6.45228 5.35177 1.3509 1.5818 -2.4753
C 3.05870 -5.72797 4.49919 1.6860 0.1559 1.8888
C 2.65498 -4.15568 4.25760 -0.0020 0.2227 1.4518
C 2.39023 -3.61909 2.70953 0.2063 0.4392 0.7574
C 2.74720 -1.99145 2.57264 -0.2351 -0.7680 0.1550
C 3.23293 -1.61169 1.02035 -0.9502 0.1122 0.6964
C 2.58793 -0.19784 0.49843 -1.0380 -0.6331 -0.9506
C 2.26065 -0.35137 -1.12193 -0.3142 1.3228 0.0804
C 2.49007 1.13943 -1.80906 0.2409 -0.5613 0.1135
C 1.35728 2.21529 -1.23452 -0.6191 -1.0567 -0.8101
S 2.36364 3.74185 -0.70297 -2.1985 1.1087 -0.8112
C 1.27603 5.24674 -0.95660 -1.1612 2.9602 1.4008
N 1.31429 6.48618 -0.05402 -1.6978 -4.2612 -4.6451
N 0.34950 7.37007 -0.52329 -1.3916 -5.1858 -5.4574
C -0.29733 6.69522 -1.71747 2.2063 1.1683 3.0413
O 0.25707 5.34759 -2.04943 1.7008 4.4154 4.8726
O 1.56188 -3.94266 5.26011 3.0682 0.0956 -2.1013
H -2.71839 -10.15020 13.57733 -0.8896 1.8054 -1.0744
H -2.62813 -8.24939 13.42980 -1.0741 -2.0306 -0.9227
H -4.31564 -9.09466 13.42359 2.4046 -0.4468 -0.8399
H -4.22028 -8.98346 11.02341 2.5375 -0.6523 0.4046
H -3.07958 -10.49548 11.12550 0.0752 2.3983 0.3353
H -2.26115 -7.35892 10.62286 0.6973 -2.0956 0.0944
H -0.99931 -8.48123 11.48265 -1.8658 -0.0779 -1.7099
H -0.91839 -10.11711 9.32400 -1.4762 2.2130 -0.1665
H -2.33552 -9.01404 8.50204 1.8513 -0.2246 1.2731
H 0.61454 -8.07560 9.62008 -1.6514 0.0917 -1.7957
H -0.49048 -6.92856 8.60953 0.5407 -2.2809 -0.0090
H 1.79601 -8.40394 7.46766 -2.6928 -0.1357 -0.2469
H 0.58323 -9.84491 7.53158 0.1512 2.3559 -0.1760
H 0.67453 -8.64186 5.10304 -1.4191 1.0553 1.7373
H -1.00131 -9.03421 5.87119 1.8712 1.2557 0.2483
H -1.37989 -6.46085 6.67412 1.4883 -0.9943 -1.3562
H -1.28151 -6.77064 4.81787 1.3857 0.0364 2.0654
H 0.29463 -5.35951 4.22114 0.6379 -0.5651 -0.2709
H -0.44283 -4.50669 5.78877 0.1729 -0.0692 0.5763
H 1.07170 -5.37775 7.04932 -0.1678 -0.0581 -0.3883
H 3.98426 -5.65756 5.24384 -1.5618 -0.0937 -1.6394
H 3.50809 -6.27757 3.56643 -1.5092 0.7156 1.4458
H 3.57871 -3.51418 4.65165 -1.7650 -1.2874 -0.8810
H 1.25739 -3.80749 2.47897 2.2700 0.2536 0.1214
H 3.12787 -4.15901 1.96633 -1.5988 0.6937 1.4604
H 1.73508 -1.43380 2.86852 2.4658 -0.8791 -0.6790
H 3.60916 -1.75031 3.35139 -1.9233 -0.3281 -1.6041
H 4.39793 -1.56746 0.90196 -2.1969 -0.1802 0.3469
H 2.82507 -2.48419 0.34408 0.8120 1.7888 1.1667
H 1.53296 0.02506 1.00420 2.4390 -0.5956 -0.7428
H 3.26512 0.74515 0.65754 -1.1158 -1.9143 -0.1682
H 1.11374 -0.60743 -1.31592 2.4919 0.2463 0.5576
H 2.92955 -1.18968 -1.60801 -1.2729 1.8694 0.8633
H 2.46502 1.04188 -2.98729 -0.0435 0.5065 2.4284
H 3.56006 1.52783 -1.47925 -2.1255 -0.8119 -0.8086
H 0.56820 2.49827 -2.05852 1.7421 -0.4192 1.5572
H 0.75674 1.72925 -0.34582 1.4206 1.2383 -1.5823
H -1.15677 7.19882 -2.34377 2.0504 -1.5541 1.2796
O 2.33219 2.29028 -6.24754 -3.2783 1.0437 -3.3647
P 3.01301 3.41428 -7.06648 6.2868 -1.2333 6.6132
N 4.39594 2.42304 -7.30017 1.0242 -1.3456 -1.0901
C 5.80349 2.78191 -7.26104 0.1713 0.3351 -0.1661
C 4.18645 1.25899 -8.16840 -0.4779 -0.2623 0.3504
N 3.27321 4.38713 -5.66335 -0.6519 0.7792 0.6059
C 4.57081 4.78673 -5.14319 0.1157 0.6307 -0.5321
C 2.35539 4.21022 -4.53150 -0.2882 -0.3532 -0.3488
N 3.79565 4.70640 -8.00791 -3.3606 0.2895 -1.6217
C 3.04112 5.98432 -7.94647 0.0099 0.7770 0.3364
C 3.88575 4.40612 -9.45235 0.5116 -0.3690 -0.5032
H 6.10741 3.43698 -8.08191 0.1818 0.1813 -0.0974
H 6.44597 1.89360 -7.31804 -0.4530 -0.0626 -0.1215
H 6.09351 3.24538 -6.32409 -0.1860 0.1947 -0.0303
H 4.14835 1.54226 -9.22309 0.1315 -0.1298 -0.2864
H 3.24601 0.75021 -7.93250 0.0591 0.2374 0.0580
H 4.97185 0.50466 -8.04672 0.0070 0.2840 0.0852
H 5.05705 3.96683 -4.60656 0.0749 -0.0602 0.0536
H 4.46838 5.62410 -4.44433 -0.2067 -0.1216 0.0542
H 5.23302 5.16123 -5.92666 -0.0677 -0.2506 -0.0358
H 2.61417 3.31826 -3.94671 -0.1187 0.0466 0.0338
H 1.32085 4.11572 -4.87707 0.2426 -0.1522 0.0738
H 2.37324 5.07305 -3.86089 0.2854 0.0899 -0.1658
H 2.01611 5.85217 -8.31179 0.0928 0.2009 -0.1069
H 3.53236 6.75674 -8.55076 0.0109 -0.3607 -0.1303
H 2.98887 6.40026 -6.93858 0.0416 -0.4363 -0.0634
H 2.90878 4.12266 -9.86062 0.1328 0.1696 -0.1685
H 4.58983 3.60227 -9.66893 -0.1113 -0.1043 0.2899
H 4.26276 5.26812 -10.01617 -0.2017 -0.0157 0.3134
O -4.79644 2.45144 -1.77001 0.5009 -2.1448 -4.2833
P -5.14796 3.55742 -2.79509 -1.6150 4.3714 7.8562
N -4.00262 4.61133 -2.06904 1.7823 0.7563 0.0617
C -4.10498 6.03474 -1.79528 -0.1201 0.2085 -0.2341
C -2.59934 4.22221 -2.24821 -0.1088 -0.5502 0.3977
N -6.68878 3.84853 -2.07120 -1.1862 -0.4425 -0.0486
C -7.11118 5.09908 -1.46152 -0.1598 0.3503 -0.7258
C -7.31903 2.74175 -1.34141 0.4768 -0.3301 -0.1720
N -5.55206 4.82882 -3.97350 0.1376 -2.7789 -2.4538
C -6.73930 4.47913 -4.79467 -0.8033 0.1722 -0.1259
C -4.48237 5.07006 -4.96460 0.6500 0.4393 -0.0696
H -4.13067 6.64979 -2.69880 -0.0815 0.2652 -0.1606
H -3.25394 6.39136 -1.20057 0.0427 -0.4348 -0.1562
H -4.96501 6.28454 -1.18311 -0.1639 -0.0935 -0.1798
H -2.24260 4.44653 -3.25643 0.3122 0.1451 -0.1463
H -2.45946 3.14880 -2.08336 -0.2134 0.0950 -0.0663
H -1.93623 4.72223 -1.53342 -0.4533 -0.0448 -0.1062
H -6.67294 5.22829 -0.46760 0.0356 0.0542 0.0958
H -8.20045 5.12805 -1.34855 0.0250 -0.2315 0.0340
H -6.87587 5.96376 -2.08566 0.2139 -0.1309 0.0796
H -6.88343 2.62766 -0.34051 -0.0452 -0.1248 -0.0504
H -7.20338 1.79818 -1.88446 0.1362 0.1960 0.2353
H -8.39505 2.89618 -1.22799 0.0316 0.3317 -0.1145
H -6.58050 3.53692 -5.33188 -0.0938 0.1662 -0.1571
H -6.95403 5.26819 -5.52569 0.3670 -0.0714 0.0760
H -7.65198 4.38079 -4.20398 0.3956 -0.0785 0.1799
H -4.16914 4.13637 -5.44587 -0.0154 0.2070 -0.1765
H -3.60107 5.53615 -4.52317 -0.0872 -0.1906 0.2574
H -4.80987 5.77072 -5.74234 -0.1980 -0.2445 0.1982
```
Forces are in eV/Å.

Atomic partial charges in e from the Löwdin method, atoms 1 to 6:
1 C -0.1706
2 C -0.2711
3 C -0.2436
4 C -0.2102
5 C -0.2306
6 C -0.2325